(1)
C9H19NPTc as an isolated structure in a non-equilibrium geometry. Source: the OMol25 dataset; level of theory: ωB97M-V/def2-TZVPD.

Properties
HOMO energy (spin up / spin down)   -12.2 / -12.2 eV
Orbital gap (spin up / spin down)   8.1 / 6.9 eV
⟨S²⟩   3.77
Multiplicity   4
Charge   +1
LUMO level (spin up / spin down)   -0.1522 / -0.1941 hartree

Each line ends with the natural charge from an NBO analysis.
CARTESIAN COORDINATES (ANGSTROEM)
1 C 3.36732 -0.37972 -1.81116  -1.122
2 Tc 1.44428 -0.67691 -0.92064  0.780
3 N 0.89492 -0.89734 -3.02186  -1.069
4 H 1.98087 0.09836 0.39501  -0.073
5 H 1.69369 -2.10632 -0.22280  0.046
6 H 4.11186 -0.44513 -1.00514  0.250
7 H 3.50996 0.59951 -2.29314  0.239
8 H 3.64029 -1.13155 -2.57424  0.220
9 H 0.26926 -0.14885 -3.34963  0.411
10 H 0.40410 -1.76991 -3.24795  0.416
11 H 1.70507 -0.87925 -3.64813  0.433
12 C -0.95522 -2.09886 1.50667  -0.906
13 P -0.43807 -0.96241 0.14532  0.960
14 C -1.84172 -1.22700 -0.98853  -0.940
15 C -0.78959 0.63054 1.02263  -0.353
16 C -1.41051 1.70472 0.36020  -0.217
17 C -1.58208 2.92581 1.01463  -0.199
18 C -1.08978 3.09960 2.31516  -0.170
19 C -0.40144 2.05471 2.95108  -0.210
20 C -0.24015 0.83708 2.29286  -0.143
21 H -0.86622 -3.15019 1.18862  0.252
22 H -2.00562 -1.88691 1.75532  0.252
23 H -0.33175 -1.96585 2.40842  0.259
24 H -2.78808 -1.21403 -0.43043  0.268
25 H -1.89481 -0.46008 -1.76537  0.237
26 H -1.70533 -2.20862 -1.44903  0.249
27 H -1.72567 1.61106 -0.68421  0.210
28 H -2.09541 3.75369 0.51181  0.235
29 H -1.24424 4.04303 2.83715  0.235
30 H 0.01087 2.19665 3.95292  0.237
31 H 0.37320 0.05418 2.75446  0.214

***

(2)
One molecule with the formula C9H19P in a non-equilibrium geometry. Source: the OMol25 dataset; level of theory: ωB97M-V/def2-TZVPD.

Properties
HOMO energy   -6.4 eV
Relative energy (zero: lowest compared OMol25 entry of this formula, charge and spin)   3.560 eV
Orbital gap   6.8 eV
SMILES string   CC(C)=[PH2]/C=C/C(C)(C)C
Multiplicity   1
Charge   0
LUMO level   0.0122 hartree

Each line ends with the natural charge from an NBO analysis.
CARTESIAN COORDINATES (ANGSTROEM)
1 C 2.94326 0.00975 2.32548  -0.646
2 C 2.76597 1.26969 1.45719  -0.492
3 C 4.09613 1.79514 1.01261  -0.655
4 P 1.73362 0.68758 -0.02650  0.908
5 C 0.29972 -0.34178 -0.55595  -0.519
6 C -0.93034 0.19380 -0.40568  -0.111
7 C -2.24044 -0.53561 -0.76028  -0.100
8 C -3.30215 0.37652 -1.35034  -0.583
9 C -2.85920 -1.30361 0.41449  -0.596
10 C -1.98713 -1.58621 -1.86355  -0.616
11 H 3.15548 -0.86912 1.82440  0.168
12 H 2.10346 -0.15065 2.90822  0.200
13 H 3.74782 0.26445 2.90708  0.206
14 H 4.91025 1.19772 1.31170  0.190
15 H 4.28821 2.79817 1.41776  0.215
16 H 4.14979 1.96394 -0.07952  0.200
17 H 2.50763 0.39333 -1.15746  -0.074
18 H 1.35097 1.77869 -0.75677  -0.040
19 H 0.42599 -1.46545 -0.76427  0.251
20 H -1.29054 1.21363 -0.17726  0.215
21 H -4.26959 0.09540 -1.18135  0.212
22 H -3.10638 1.30759 -0.84242  0.193
23 H -3.14206 0.52248 -2.38646  0.209
24 H -2.12616 -1.81131 0.98239  0.215
25 H -3.66986 -1.86680 0.15435  0.211
26 H -3.19001 -0.66785 1.23758  0.210
27 H -1.23752 -1.49125 -2.64354  0.218
28 H -2.89603 -1.80693 -2.32322  0.209
29 H -1.84582 -2.51039 -1.47884  0.204

***

(3)
C9H20AgCl2F4N3O8S4 as an isolated structure in a non-equilibrium geometry. Source: the OMol25 dataset; level of theory: ωB97M-V/def2-TZVPD.

Properties
HOMO energy   -2.7 eV
Orbital gap   5.7 eV
Multiplicity   1
Charge   -2
LUMO level   0.1091 hartree

Each line ends with the natural charge from an NBO analysis.
CARTESIAN COORDINATES (ANGSTROEM)
1 Ag 0.88219 19.62659 14.32192  0.870
2 C -1.47098 13.24077 16.91321  -0.606
3 C -0.29918 14.00383 17.61953  -0.385
4 C 0.52708 14.74437 16.61536  -0.449
5 C 1.82082 15.25432 17.21459  -0.204
6 N 2.89132 15.59231 16.11174  -0.221
7 C 4.17980 16.20272 16.75468  -0.220
8 C 5.41561 15.47318 16.16355  -0.421
9 C 4.89773 14.06563 15.91592  -0.409
10 C 3.47003 14.33798 15.45416  -0.219
11 C 2.11716 16.45999 15.07841  -0.420
12 H -2.23054 13.83186 16.40156  0.234
13 H -1.95574 12.54895 17.60204  0.202
14 H -1.05981 12.60753 16.12705  0.192
15 H 0.29817 13.26347 18.15164  0.180
16 H -0.65343 14.78919 18.28721  0.214
17 H -0.14308 15.53307 16.27340  0.258
18 H 0.68233 14.11038 15.74241  0.200
19 H 2.19379 14.66363 18.05129  0.206
20 H 1.65246 16.20078 17.72838  0.249
21 H 4.23812 17.23761 16.41750  0.288
22 H 4.13352 16.14510 17.84217  0.218
23 H 5.65767 15.95560 15.21656  0.218
24 H 6.32953 15.37251 16.74898  0.230
25 H 5.48621 13.41017 15.27392  0.231
26 H 4.81844 13.64825 16.91972  0.187
27 H 3.60919 14.59877 14.40501  0.225
28 H 2.84218 13.45840 15.59640  0.220
29 H 1.62759 17.29679 15.57660  0.277
30 H 1.50293 15.76929 14.50069  0.227
31 H 2.84432 16.93134 14.41722  0.258
32 Cl 2.56039 19.89359 16.62445  -0.924
33 Cl 2.04917 19.17928 11.77847  -0.924
34 N 0.61822 24.73812 13.45328  -1.046
35 S 0.80955 23.50574 14.30467  2.389
36 O 0.67508 22.14228 13.80131  -0.929
37 O 0.57068 23.78889 15.72716  -0.938
38 F 2.40863 23.56846 14.31406  -0.532
39 S -1.01874 24.22893 13.20408  2.325
40 O -1.78255 23.88370 14.39443  -0.851
41 O -1.04102 23.42617 12.01830  -0.885
42 F -1.62073 25.68611 12.68808  -0.526
43 N -1.27585 18.90597 14.65322  -1.190
44 S -2.25359 17.60678 14.17962  2.384
45 O -2.52995 17.55588 12.75436  -0.895
46 O -3.29540 17.14711 15.09264  -0.888
47 F -1.13869 16.48009 14.19005  -0.520
48 S -2.36969 19.85442 14.85565  2.459
49 O -3.19174 19.76856 16.05627  -0.929
50 O -2.92466 20.35257 13.64424  -0.901
51 F -1.42290 21.07803 15.34164  -0.510

***

(4)
C9H20AgFI2O3P2S as an isolated structure in a non-equilibrium geometry. Source: the OMol25 dataset; level of theory: ωB97M-V/def2-TZVPD.

Properties
HOMO energy   -7.8 eV
Orbital gap   6.2 eV
Multiplicity   1
Charge   0
LUMO level   -0.0611 hartree

Each line ends with the natural charge from an NBO analysis.
CARTESIAN COORDINATES (ANGSTROEM)
1 C 0.70162 -2.97355 0.50353  -0.627
2 C 0.15319 -1.74209 1.32666  0.199
3 F 1.31433 -1.04224 1.71809  -0.383
4 C -0.85447 -0.85970 0.50791  0.204
5 C -2.16722 -1.73486 0.40869  -0.677
6 O -0.14153 -0.64624 -0.72022  -0.904
7 P -0.13893 0.98773 -1.32628  1.437
8 C -1.65012 0.55467 -2.40173  -0.939
9 C 1.48162 1.57321 -0.48197  -0.740
10 C 2.72651 0.59711 -0.56708  -0.447
11 C 3.67171 0.93137 0.66130  -0.482
12 I 4.20042 3.06353 0.71381  0.069
13 O -1.02464 1.58227 0.05241  -0.847
14 C -1.29856 0.57608 1.05972  -0.162
15 S -0.56859 1.23434 2.62596  -0.028
16 P -3.18099 0.88241 1.33980  0.933
17 O -3.94500 0.96839 -0.16424  -0.997
18 I -3.48614 3.13829 2.30326  -0.119
19 H 1.62352 -2.58274 -0.00916  0.166
20 H 0.01236 -3.29037 -0.30489  0.227
21 H 0.98187 -3.82452 1.15968  0.236
22 H -0.38432 -2.09819 2.23828  0.179
23 H -2.87676 -1.33574 -0.35495  0.258
24 H -2.64900 -1.84015 1.41210  0.240
25 H -1.94612 -2.78439 0.08348  0.215
26 H 0.67240 0.42856 -2.44714  -0.266
27 H -0.10493 2.23683 -2.05990  -0.143
28 H -1.91491 -0.53545 -2.37133  0.194
29 H -1.33466 0.73839 -3.46613  0.207
30 H -2.52854 1.21364 -2.22512  0.216
31 H 1.78374 2.50740 -1.01826  0.237
32 H 1.35181 1.87370 0.58561  0.238
33 H 3.33700 0.83755 -1.47896  0.220
34 H 2.46559 -0.52578 -0.57017  0.081
35 H 4.62544 0.36217 0.64036  0.216
36 H 3.18182 0.73328 1.63620  0.233
37 H -0.01566 0.17518 3.32640  0.141
38 H -3.99284 1.87570 -0.49477  0.499
39 Ag 1.91899 -1.25576 -1.84094  0.919

***

(5)
C9H20As2CsF12NO4S as an isolated structure in a non-equilibrium geometry. Source: the OMol25 dataset; level of theory: ωB97M-V/def2-TZVPD.

Properties
HOMO energy (spin up / spin down)   -7.8 / -7.5 eV
Orbital gap (spin up / spin down)   8.7 / 7.0 eV
⟨S²⟩   0.76
Multiplicity   2
Charge   -1
LUMO level (spin up / spin down)   0.0342 / -0.0155 hartree

Each line ends with the Löwdin spin population.
CARTESIAN COORDINATES (ANGSTROEM)
1 Cs -3.39895 0.79205 0.68076  -0.002
2 S -0.71594 -0.55561 2.95097  -0.048
3 O -1.13340 -0.87600 1.61388  -0.012
4 O -1.37285 0.71556 3.37157  0.383
5 O -1.07189 -1.58436 3.94832  0.472
6 O 0.75071 -0.46475 2.97420  0.208
7 C 5.79950 -3.60315 -1.14296  0.000
8 C 5.10994 -2.39822 -0.64022  0.000
9 C 3.81045 -2.07763 -1.42947  0.000
10 C 3.05350 -0.88582 -0.77086  0.000
11 N 1.52944 -0.73076 -1.24867  0.000
12 C 1.46212 -0.63450 -2.73830  0.000
13 C 0.11606 0.08318 -2.87278  0.000
14 C -0.35330 0.69272 -1.57580  0.000
15 C 0.87919 0.53561 -0.63602  0.000
16 C 0.67577 -1.94174 -0.63110  0.000
17 H 5.33036 -4.54799 -0.86858  0.000
18 H 6.84625 -3.66710 -0.84578  0.000
19 H 5.99447 -3.71008 -2.21004  0.000
20 H 5.66193 -1.45841 -0.62667  0.000
21 H 5.02867 -2.46454 0.44472  0.000
22 H 3.28507 -3.03264 -1.43562  0.000
23 H 4.05632 -2.03710 -2.49061  0.000
24 H 3.57646 0.04087 -1.00720  0.000
25 H 2.93997 -0.91015 0.31294  0.000
26 H 1.49914 -1.63931 -3.15912  0.000
27 H 2.20054 0.02918 -3.18817  0.000
28 H -0.49637 -0.73685 -3.24772  0.000
29 H 0.38088 0.85799 -3.59225  0.000
30 H -1.22332 0.21491 -1.12539  0.000
31 H -0.64815 1.73371 -1.70803  0.000
32 H 0.80866 0.54172 0.45168  0.000
33 H 1.51612 1.35851 -0.96043  0.000
34 H -0.32621 -1.83284 -1.04617  0.000
35 H 0.84016 -2.04767 0.44122  0.000
36 H 1.19170 -2.79145 -1.07819  0.000
37 As -6.11718 0.57209 3.45852  0.000
38 F -5.00822 1.91666 3.12515  0.000
39 F -5.91433 -0.06538 1.74145  0.000
40 F -7.24601 -0.79110 3.76380  0.000
41 F -6.25010 0.98017 5.26319  0.000
42 F -7.52805 1.64500 2.93184  0.000
43 F -4.67945 -0.51769 3.87726  -0.001
44 As -2.99808 5.09191 0.16246  0.000
45 F -3.67580 6.53828 -0.67488  0.000
46 F -1.51854 5.96622 0.79930  0.000
47 F -2.40702 3.60192 0.87304  0.000
48 F -4.34760 4.09102 -0.51481  0.000
49 F -2.01377 4.53844 -1.30938  0.000
50 F -3.89886 5.46511 1.58892  0.000

***

(6)
C9H20ClIO2PW as an isolated structure in a non-equilibrium geometry. Source: the OMol25 dataset; level of theory: ωB97M-V/def2-TZVPD.

Properties
HOMO energy (spin up / spin down)   -21.7 / -21.7 eV
Orbital gap (spin up / spin down)   5.9 / 5.4 eV
⟨S²⟩   2.04
Multiplicity   3
Charge   +3
LUMO level (spin up / spin down)   -0.5780 / -0.5997 hartree

Each line ends with the natural charge from an NBO analysis.
CARTESIAN COORDINATES (ANGSTROEM)
1 C 0.24270 -2.10970 -0.24090  -0.925
2 I -0.23620 2.80710 0.33740  0.732
3 H -0.74980 -2.56310 -0.19530  0.327
4 H 0.87480 -2.52440 0.54810  0.309
5 H 0.70780 -2.34720 -1.19990  0.291
6 W 0.00000 0.00000 0.00000  1.003
7 P -0.18670 0.36550 -2.32970  0.989
8 C 1.38380 0.84700 -3.12890  -0.934
9 C -0.78790 -1.05350 -3.31480  -0.894
10 H -2.22320 1.63500 -2.14180  0.262
11 H -1.62450 1.59930 -3.83620  0.311
12 H -0.85190 2.66020 -2.60780  0.260
13 C -1.34220 1.69980 -2.78300  -0.910
14 H -1.69970 -1.43930 -2.85080  0.272
15 H -1.00470 -0.73430 -4.33920  0.305
16 H 1.23940 1.02380 -4.19920  0.308
17 H 2.12980 0.06000 -2.98770  0.270
18 H -0.03960 -1.84940 -3.33730  0.275
19 H 1.74040 1.76220 -2.64700  0.254
20 C 1.82750 0.22690 0.02190  0.373
21 O 2.98050 0.34190 0.03300  -0.184
22 Cl -2.38030 -0.40780 -0.03930  -0.014
23 C -0.52650 1.11680 3.83730  -0.428
24 C 0.72240 0.35800 4.15020  -0.436
25 C 1.18420 0.09400 2.73160  -0.113
26 O 0.02350 -0.34760 2.03930  -0.548
27 C -1.08170 0.25740 2.70940  -0.130
28 H -1.22480 1.28020 4.68520  0.305
29 H -0.22860 2.11050 3.43010  0.197
30 H 0.45940 -0.60850 4.63890  0.255
31 H 1.45370 0.90740 4.78060  0.293
32 H 1.55370 1.05890 2.31840  0.180
33 H 1.98670 -0.67380 2.72320  0.266
34 H -1.68170 -0.57070 3.14640  0.266
35 H -1.72650 0.88790 2.07320  0.215